Entry from the Open Molecules 2025 dataset: C9H15Br6Cl9 as an isolated structure at a distorted geometry (the ωB97M-V functional and the def2-TZVPD basis).

Calculated values
HOMO-LUMO gap = 8.2 eV
energy relative to the best compared isomer or geometry (same formula, charge and spin) = 1999.0 kJ/mol
molar mass = 921.72 g/mol
max |F| = 12.30 eV/A

Each line ends with the natural charge from an NBO analysis.
Element x y z (Å)
1 Br 16.1204 1.7167 -16.0587  0.024
2 C 15.3445 3.4793 -16.4929  -0.445
3 C 16.3120 4.3079 -17.2100  -0.381
4 Br 15.5485 6.2397 -17.4860  -0.056
5 H 14.9492 3.8789 -15.5590  0.238
6 H 14.4623 3.3710 -17.1238  0.226
7 H 16.5256 3.8658 -18.1831  0.230
8 H 17.1943 4.4055 -16.5774  0.222
9 Br 17.4237 -1.9734 -19.7092  0.096
10 C 17.1408 -2.0601 -17.7354  -0.442
11 C 16.9468 -3.5302 -17.2405  -0.471
12 Br 16.7983 -3.8546 -15.3277  -0.002
13 H 16.2251 -1.5117 -17.5141  0.186
14 H 18.0273 -1.6758 -17.2310  0.202
15 H 17.7896 -4.0912 -17.6446  0.218
16 H 16.1005 -4.0628 -17.6744  0.225
17 Br 22.4983 2.1285 -17.9923  -0.071
18 C 21.7325 1.3452 -19.7040  -0.417
19 C 20.2914 1.8363 -19.9568  -0.450
20 Br 20.5309 3.6832 -20.7304  -0.067
21 H 21.8741 0.2789 -19.5278  0.213
22 H 22.4459 1.5603 -20.4995  0.230
23 H 19.6999 1.9101 -19.0442  0.141
24 H 19.8455 1.1545 -20.6809  0.222
25 C 21.5365 -1.5101 -16.8906  -0.290
26 Cl 23.1922 -0.8784 -17.2827  -0.001
27 Cl 21.1763 -1.5279 -15.1891  0.028
28 Cl 21.2623 -3.1009 -17.4191  0.051
29 H 20.8686 -0.7969 -17.3736  0.175
30 C 18.1468 0.8939 -17.5190  -0.334
31 Cl 19.3479 -0.3409 -17.3166  0.087
32 Cl 16.6475 0.1026 -17.8763  0.048
33 Cl 18.3447 2.1231 -18.7396  0.161
34 H 17.9217 1.3642 -16.5618  0.252
35 C 17.1776 0.1644 -20.4313  -0.373
36 Cl 16.7334 1.8586 -20.7761  -0.002
37 Cl 18.8615 -0.0420 -19.9260  0.039
38 Cl 16.9121 -0.6990 -21.9312  0.044
39 H 16.5006 -0.3210 -19.7283  0.243

Atomic forces in eV per Å
Br -4.00 4.13 4.01
C -2.12 0.02 0.76
C 0.64 1.43 0.04
Br 0.69 -1.98 0.24
H 0.51 0.13 0.00
H 0.04 -0.73 0.02
H 0.06 0.63 0.09
H 0.19 0.47 -0.52
Br -2.02 -11.45 4.01
C -1.38 -5.92 1.23
C 0.75 -0.59 -1.84
Br 0.20 0.54 -0.27
H 0.29 -2.98 0.30
H -1.26 -0.59 -0.24
H 0.26 -0.22 0.62
H -0.26 0.57 0.02
Br -0.63 0.32 -1.10
C 0.32 0.17 0.39
C 7.75 1.06 -2.66
Br -0.62 -0.58 0.52
H -0.59 -0.17 0.14
H -0.11 0.42 0.18
H 5.33 -0.33 -1.73
H 1.32 2.63 -0.78
C 2.16 0.41 0.44
Cl -0.53 -1.11 0.47
Cl 0.32 0.60 0.98
Cl -0.10 -1.40 -1.29
H 2.68 -1.04 0.02
C -0.34 0.50 -0.03
Cl -1.03 3.20 1.05
Cl -0.27 4.31 -1.01
Cl -7.34 3.81 6.67
H 1.66 -0.07 -0.60
C -0.85 2.68 -2.91
Cl -1.07 0.11 -1.46
Cl -0.68 -1.33 -2.62
Cl -0.09 0.41 -1.96
H 0.12 1.97 -1.16